Molecular formula: C3H14AsB2F6OSn
Method: DFT, wB97M-V/def2-TZVPD

Multiplicity: 1
HOMO energy (eV): -6.48
LUMO level (eV): 0.0
Kohn-Sham gap (eV): 6.490
Total charge: -1
Energy (Eh): -3296.8277

Each line ends with the Löwdin charge.
CARTESIAN COORDINATES (ANGSTROEM)
Sn1 0.23023 1.46476 0.57903  1.698
B1 -0.23183 3.09022 3.28270  -0.480
H1 -0.45381 3.39446 4.29384  -0.059
H2 0.61019 3.63965 2.89109  -0.081
H3 0.00792 2.03931 3.23425  -0.135
H4 -1.06178 3.28430 2.62107  -0.082
B2 0.27248 4.59452 0.02503  -0.477
H5 0.93590 4.55902 0.87524  -0.080
H6 -0.71669 4.31171 0.35029  -0.083
H7 0.33663 5.58388 -0.40075  -0.056
H8 0.63782 3.86228 -0.67824  -0.127
As1 2.69367 -1.90130 -1.72992  0.927
F1 1.54073 -2.91058 -0.83065  -0.285
F2 1.84335 -0.45427 -0.96541  -0.422
F3 3.81881 -0.88396 -2.68112  -0.283
F4 3.49550 -3.39040 -2.41505  -0.311
F5 1.54863 -1.82776 -3.12295  -0.297
F6 3.82823 -1.98607 -0.34691  -0.289
C1 -2.55609 -2.64001 0.63184  -0.019
C2 -1.71099 -2.06245 -0.47941  -0.449
O1 -1.26346 -0.89905 -0.35754  -0.108
C3 -1.47243 -2.94426 -1.64686  -0.023
H9 -3.54136 -2.96967 0.30220  0.086
H10 -2.64586 -1.93044 1.45436  0.083
H11 -2.00480 -3.51807 0.96827  0.090
H12 -2.37217 -3.27034 -2.16863  0.092
H13 -0.94739 -3.85989 -1.37472  0.095
H14 -0.82149 -2.37566 -2.31099  0.076

Force components x, y, z for each atom (eV/Å):
-0.165 2.487 0.888
0.220 0.515 -0.768
-0.920 0.663 3.871
3.214 2.017 -1.401
1.220 -5.379 -0.179
-3.518 0.757 -2.731
-0.134 -0.428 0.934
2.458 -0.229 3.289
-4.137 -1.048 1.308
0.036 3.472 -2.082
1.805 -3.706 -3.662
0.855 -0.954 -0.806
0.641 0.603 -0.611
0.751 -0.679 -0.529
-1.237 -0.740 1.312
-1.156 1.750 0.750
0.958 -0.063 1.537
-1.182 0.439 -1.292
0.491 0.169 0.147
-0.295 2.024 1.195
-0.537 -2.068 -0.514
0.911 0.512 -0.809
0.070 0.027 -0.170
-0.042 -0.065 -0.098
-0.136 -0.179 0.207
-0.242 0.289 0.199
0.092 0.100 0.299
-0.022 -0.287 -0.280

Molecular formula: C3H14BN3
Method: DFT, wB97M-V/def2-TZVPD

Multiplicity: 3
Expectation value of S²: 2.0084
HOMO energy (spin up / spin down) (eV): -13.34 / -17.68
LUMO level (spin up / spin down) (eV): -7.5 / -14.1
Kohn-Sham gap (spin up / spin down) (eV): 5.809 / 3.623
Total charge: +2
Energy (Eh): -310.9872

Each line ends with the Löwdin charge.
CARTESIAN COORDINATES (ANGSTROEM)
B1 1.60571 -0.73359 0.10999  -0.146
C1 2.71204 1.53504 -0.25189  -0.038
C2 0.67083 -1.87109 -0.25231  -0.110
C3 -1.97057 1.44465 0.16950  -0.007
N1 2.42510 0.24856 0.39072  0.033
N2 -0.71577 -1.86047 0.25972  0.208
N3 -2.54132 0.12948 -0.21717  0.140
H1 3.78984 1.65156 -0.35956  0.106
H2 2.24746 1.59024 -1.23282  0.091
H3 2.34163 2.34445 0.37831  0.100
H4 1.20664 -2.79518 0.04631  0.188
H5 0.62413 -1.95944 -1.35045  0.140
H6 -1.13795 1.68889 -0.48382  0.103
H7 -2.72364 2.22470 0.07982  0.120
H8 3.02094 0.16634 1.22194  0.152
H9 -1.17663 -2.71181 -0.06177  0.172
H10 -0.71144 -1.91047 1.27730  0.164
H11 -1.63301 1.40798 1.20220  0.110
H12 -1.81237 -0.66700 -0.08543  0.107
H13 -3.37005 -0.07202 0.35487  0.182
H14 -2.85160 0.14918 -1.19545  0.183

Force components x, y, z for each atom (eV/Å):
-0.885 0.409 0.463
-0.024 0.263 -0.299
-1.999 0.683 -1.462
0.447 0.671 0.242
1.526 1.253 1.104
4.102 -2.775 0.390
0.194 -0.613 0.023
-0.028 -0.014 -0.010
-0.047 -0.067 0.012
0.022 0.016 -0.001
-0.372 -1.107 0.460
-0.341 -0.584 -0.032
0.019 -0.099 -0.056
-0.151 -0.145 -0.072
-0.033 -0.083 -0.179
-0.912 0.236 -0.749
-0.273 0.858 0.565
-0.029 -0.086 0.009
-1.408 1.501 -0.395
0.107 -0.156 -0.061
0.085 -0.160 0.049

Molecular formula: C3H14N2O2
Method: DFT, wB97M-V/def2-TZVPD

Relative energy (zero: lowest compared OMol25 entry of this formula, charge and spin) (kJ/mol): 102.02
Multiplicity: 1
HOMO energy (eV): -9.08
LUMO level (eV): 0.7
Kohn-Sham gap (eV): 9.813
Total charge: 0
Energy (Eh): -382.6609

Each line ends with the Löwdin charge.
CARTESIAN COORDINATES (ANGSTROEM)
C1 0.22019 -2.19036 0.26153  -0.090
C2 0.08746 -0.83758 0.86979  -0.455
N1 0.29218 0.25046 -0.13388  0.040
C3 0.91665 -0.66153 2.16410  -0.261
N2 0.58825 0.51453 2.92151  0.004
H1 0.30049 -2.98905 1.00219  0.072
H2 -0.65673 -2.46435 -0.33610  0.076
H3 1.03424 -2.31146 -0.45229  0.076
H4 -0.92493 -0.67087 1.23905  0.122
H5 -0.61453 0.57654 -0.36836  0.047
H6 0.88454 0.99085 0.20252  0.051
H7 1.99524 -0.71402 2.00635  0.117
H8 0.64302 -1.54318 2.75075  0.110
H9 -0.09545 0.46099 3.64504  0.070
H10 1.08472 1.36529 2.77700  0.060
O1 0.43913 -0.04616 -7.30094  -0.062
H11 -0.51533 -0.01335 -7.30566  0.024
H12 0.75241 -0.29990 -6.42128  0.038
O2 -2.18817 2.38831 2.06421  -0.064
H13 -1.97588 3.32741 1.96957  0.039
H14 -1.33999 2.02613 1.81688  -0.017

Force components x, y, z for each atom (eV/Å):
-0.357 -1.337 -0.780
0.239 1.674 0.350
0.642 -1.405 0.399
-0.373 -0.328 -0.167
-0.039 -0.158 -0.410
0.089 0.099 0.161
-0.088 0.251 0.105
0.357 0.357 0.260
-0.279 -0.465 0.084
-0.495 0.802 -0.406
-0.114 0.224 0.121
0.063 -0.025 -0.277
0.243 0.059 0.177
-0.062 0.177 0.142
0.111 0.174 0.195
0.707 -0.007 -0.064
-0.236 -0.087 0.344
-0.471 0.095 -0.274
0.110 0.759 -0.107
-0.536 0.022 0.149
0.489 -0.881 0.000

Molecular formula: C3H14N2O2
Method: DFT, wB97M-V/def2-TZVPD

Relative energy (zero: lowest compared OMol25 entry of this formula, charge and spin) (kJ/mol): 205.40
Multiplicity: 1
HOMO energy (eV): -8.82
LUMO level (eV): 0.8
Kohn-Sham gap (eV): 9.662
Total charge: 0
Energy (Eh): -382.6215

Each line ends with the Löwdin charge.
CARTESIAN COORDINATES (ANGSTROEM)
N1 -0.92205 0.27260 0.30336  -0.053
C1 -0.54755 -0.92533 -0.45750  -0.294
C2 0.98940 -1.02228 -0.40565  -0.220
C3 1.60881 -2.01188 -1.39215  -0.341
N2 3.04138 -1.92450 -1.46249  -0.009
H1 -0.18387 0.54139 1.04010  0.098
H2 -0.75271 1.05537 -0.38857  0.061
H3 -1.21844 -0.93704 -1.38654  0.140
H4 -0.90174 -1.69425 0.19915  0.086
H5 1.38650 -0.07637 -0.71091  0.096
H6 1.30051 -1.40820 0.51521  0.097
H7 1.11765 -1.86634 -2.35893  0.105
H8 1.22701 -2.93532 -0.94197  0.110
H9 3.50219 -2.41394 -2.23633  0.076
H10 3.19584 -0.94171 -1.57390  0.050
O1 -1.93024 3.39547 -0.05170  -0.060
H11 -1.76814 3.50252 -0.99152  0.026
H12 -2.48669 4.15846 0.13530  0.035
O2 -2.40891 1.82720 3.65644  -0.084
H13 -1.71873 2.29739 4.27099  0.092
H14 -2.53021 1.10675 4.23762  -0.012

Force components x, y, z for each atom (eV/Å):
1.233 2.777 -0.440
-0.197 0.260 1.301
-0.306 -0.503 -3.534
-1.777 -0.917 -0.030
0.424 -0.080 0.321
-1.469 -1.006 -1.275
-0.649 -0.717 1.216
1.711 -0.084 0.860
-0.428 -1.116 -0.131
0.379 1.022 0.559
0.377 0.372 1.848
-0.057 -0.163 -0.170
0.573 -0.633 -0.729
-0.642 0.199 0.393
0.797 0.497 -0.168
-0.054 0.281 -0.139
0.137 -0.151 -0.213
-0.056 -0.062 0.300
2.587 2.557 1.526
-1.765 -0.673 -2.137
-0.819 -1.861 0.642

Molecular formula: C3H14N2O2
Method: DFT, wB97M-V/def2-TZVPD

Relative energy (zero: lowest compared OMol25 entry of this formula, charge and spin) (kJ/mol): 47.80
Multiplicity: 1
HOMO energy (eV): -8.99
LUMO level (eV): 0.8
Kohn-Sham gap (eV): 9.745
Total charge: 0
Energy (Eh): -382.6816

Each line ends with the Löwdin charge.
CARTESIAN COORDINATES (ANGSTROEM)
N1 -1.04876 -1.60989 1.27209  -0.014
C1 -0.47710 -1.78229 -0.08564  -0.269
C2 -0.28860 -0.41645 -0.73325  -0.222
C3 0.59739 -0.37817 -1.96773  -0.294
N2 0.75797 1.00205 -2.43961  -0.010
H1 -2.03991 -1.43343 1.19047  0.072
H2 -0.94015 -2.49443 1.75288  0.069
H3 0.47048 -2.31092 0.00105  0.113
H4 -1.17004 -2.34082 -0.70774  0.105
H5 -0.01249 0.32831 0.00619  0.083
H6 -1.26640 -0.04640 -1.06612  0.119
H7 1.56987 -0.82732 -1.77865  0.104
H8 0.13626 -0.98186 -2.75111  0.103
H9 1.73509 1.21619 -2.61070  0.060
H10 0.44917 1.69248 -1.76975  0.044
O1 0.01362 0.92509 2.98362  -0.073
H11 -0.14467 0.03289 2.62984  0.012
H12 -0.85803 1.30929 2.80673  0.051
O2 0.55518 2.88081 0.84394  -0.084
H13 1.51618 3.03336 0.88775  0.047
H14 0.44494 2.20150 1.53573  -0.015

Force components x, y, z for each atom (eV/Å):
0.578 -0.210 -0.113
-0.332 0.836 0.170
-0.597 0.147 -0.301
0.007 0.363 0.237
0.356 0.091 -0.346
-0.162 0.011 0.076
-0.225 0.025 0.202
0.023 -0.048 -0.007
0.146 -0.495 -0.220
0.633 -0.048 0.189
-0.140 -0.129 0.023
0.188 -0.128 0.239
-0.058 -0.051 -0.107
-0.197 -0.100 -0.101
-0.149 -0.127 0.255
-0.621 -0.072 -0.411
0.282 -0.215 -0.111
0.141 0.202 0.349
0.725 -0.249 0.279
-0.553 0.103 -0.178
-0.045 0.094 -0.123

Molecular formula: C3H14N2O2
Method: DFT, wB97M-V/def2-TZVPD

Relative energy (zero: lowest compared OMol25 entry of this formula, charge and spin) (kJ/mol): 115.41
Multiplicity: 1
HOMO energy (eV): -9.24
LUMO level (eV): 0.7
Kohn-Sham gap (eV): 9.921
Total charge: 0
Energy (Eh): -382.6558

Each line ends with the Löwdin charge.
CARTESIAN COORDINATES (ANGSTROEM)
C1 2.53384 -0.43520 1.11451  -0.060
C2 1.17231 -0.68436 0.41163  -0.446
N1 0.89646 0.43697 -0.50727  0.025
C3 0.04234 -0.84202 1.42034  -0.261
N2 -1.18419 -1.38325 0.88503  -0.010
H1 3.00289 0.47733 0.75208  0.068
H2 2.49415 -0.40826 2.20594  0.067
H3 3.16045 -1.29388 0.84959  0.072
H4 1.26293 -1.59994 -0.17577  0.125
H5 -0.05029 0.32645 -0.85469  0.056
H6 1.55777 0.58928 -1.25174  0.070
H7 -0.08147 0.16925 1.83376  0.119
H8 0.49340 -1.36281 2.26337  0.110
H9 -1.57997 -0.60681 0.36426  0.074
H10 -1.97276 -1.78429 1.36549  0.087
O1 -0.31840 4.97767 -1.68497  -0.051
H11 -0.08980 5.56024 -0.98209  0.011
H12 -0.97625 4.39351 -1.28269  0.038
O2 -2.45759 -2.64150 -1.26993  -0.091
H13 -1.91088 -2.36260 -0.49964  -0.021
H14 -3.30379 -2.20736 -1.32857  0.015

Force components x, y, z for each atom (eV/Å):
-0.171 -0.762 -0.372
0.657 0.386 -0.698
-0.985 0.077 1.082
0.943 0.698 1.363
-0.214 0.682 -1.704
-0.032 0.005 0.032
-0.223 0.151 -0.080
0.240 0.300 0.175
-0.109 -0.319 0.161
0.361 0.170 -0.538
-0.012 -0.350 -0.094
-0.283 0.059 -0.029
-0.518 -0.741 -0.073
-0.288 -0.219 -0.125
0.594 0.044 1.250
-0.580 -0.876 -0.573
0.406 0.810 0.802
0.186 0.062 -0.233
0.680 -0.631 -0.192
-0.537 0.109 -0.559
-0.114 0.344 0.406